Computed, not measured: a molecular structure, C39H25F5NSbSeSn, with ωB97M-V with the def2-TZVPD basis set.

Values from the calculation:
E_tot (eV): -133626.891
2S+1: 1
Charge: +2
Energy above the lowest of the compared OMol25 structures with the same formula, charge and spin (kcal per mole): 0.0
Gap between HOMO and LUMO (eV): 7.71
HOMO level (hartree): -0.5179

Cartesian coordinates (Å):
Sn: 1.007 -0.763 1.120
C: -0.427 -4.318 3.306
C: -0.997 -3.694 4.406
C: -0.947 -2.314 4.539
C: -0.324 -1.538 3.566
C: 0.238 -2.180 2.453
C: 0.190 -3.557 2.320
C: -0.236 -0.059 3.669
C: -0.699 0.659 4.786
C: -0.592 2.019 4.808
C: -0.026 2.718 3.720
C: 0.086 4.127 3.687
C: 0.633 4.750 2.602
C: 1.093 3.987 1.510
C: 1.001 2.620 1.515
C: 0.438 1.963 2.626
N: 0.318 0.592 2.644
H: -0.462 -5.395 3.214
H: -1.482 -4.285 5.171
H: -1.402 -1.861 5.409
H: 0.641 -4.050 1.468
H: -1.128 0.135 5.624
H: -0.942 2.578 5.668
H: -0.268 4.698 4.536
H: 0.721 5.828 2.577
H: 1.529 4.487 0.655
H: 1.375 2.058 0.666
F: 4.310 -3.062 -4.421
C: 4.099 -2.447 -3.275
C: 4.877 -1.356 -2.914
F: 5.830 -0.929 -3.722
C: 4.642 -0.708 -1.713
F: 5.382 0.349 -1.394
C: 3.645 -1.131 -0.843
Se: 3.415 -0.161 0.788
C: 2.895 -2.224 -1.233
F: 1.908 -2.683 -0.409
C: 3.093 -2.885 -2.428
F: 2.333 -3.921 -2.753
C: 1.648 3.628 -3.241
C: 0.318 3.776 -2.870
C: -0.350 2.735 -2.240
C: 0.330 1.546 -1.995
C: 1.664 1.389 -2.366
C: 2.321 2.437 -2.993
Sb: -0.634 -0.032 -1.020
C: -1.016 -1.612 -2.335
C: -1.390 -1.289 -3.637
C: -1.674 -2.311 -4.530
C: -1.577 -3.637 -4.125
C: -1.205 -3.950 -2.824
C: -0.923 -2.936 -1.920
C: -2.453 0.640 -0.235
C: -3.590 -0.136 -0.435
C: -4.800 0.287 0.098
C: -4.865 1.468 0.825
C: -3.725 2.238 1.022
C: -2.510 1.826 0.496
H: 2.163 4.442 -3.734
H: -0.204 4.700 -3.079
H: -1.389 2.853 -1.957
H: 2.191 0.458 -2.187
H: 3.355 2.325 -3.293
H: -1.455 -0.257 -3.964
H: -1.965 -2.071 -5.544
H: -1.793 -4.430 -4.828
H: -1.132 -4.983 -2.512
H: -0.647 -3.192 -0.902
H: -3.545 -1.054 -1.011
H: -5.692 -0.304 -0.061
H: -5.812 1.795 1.234
H: -3.785 3.165 1.576
H: -1.627 2.440 0.638

These are the Mulliken partial charges, in e, on atoms 1 to 8: 1.010 -0.743 -0.919 -0.742 -0.009 0.311 -0.462 1.323